1.
This record from OMol25 describes a structure of composition C36H26N4O2PPtS. The level of theory is the ωB97M-V functional and the def2-TZVPD basis.

Cartesian coordinates (Å):
Pt: 0.806 -0.318 0.977
O: 5.442 -0.564 -1.861
C: 4.465 -0.608 -2.774
C: 4.854 -0.726 -4.111
C: 3.910 -0.757 -5.112
C: 2.545 -0.676 -4.820
C: 2.147 -0.582 -3.511
C: 3.091 -0.546 -2.467
C: 2.595 -0.481 -1.106
O: 1.327 -0.668 -0.930
N: 3.454 -0.265 -0.099
N: 2.805 -0.226 1.068
C: 3.300 -0.078 2.240
C: 2.333 0.016 3.324
C: 2.720 0.157 4.645
C: 1.755 0.234 5.634
C: 0.420 0.159 5.280
C: 0.092 0.013 3.944
N: 1.010 -0.054 2.991
H: 5.053 -0.452 -0.975
H: 5.911 -0.787 -4.327
H: 4.235 -0.847 -6.140
H: 1.814 -0.691 -5.616
H: 1.097 -0.534 -3.252
H: 4.369 -0.009 2.399
H: 3.774 0.195 4.885
H: 2.042 0.343 6.670
H: -0.365 0.207 6.020
H: -0.923 -0.080 3.620
C: -5.331 -2.063 2.179
C: -5.000 -2.308 0.857
C: -3.830 -1.794 0.316
C: -2.978 -1.026 1.106
C: -3.333 -0.763 2.430
C: -4.498 -1.280 2.967
P: -1.510 -0.264 0.371
C: -1.476 -0.830 -1.359
C: -1.627 0.069 -2.410
C: -1.594 -0.400 -3.717
C: -1.409 -1.752 -3.972
C: -1.268 -2.649 -2.919
C: -1.311 -2.191 -1.613
C: -1.802 1.499 0.249
C: -3.040 2.049 0.048
C: -3.156 3.433 -0.181
C: -2.036 4.219 -0.182
C: -0.752 3.679 0.069
C: 0.400 4.498 0.140
C: 1.603 3.948 0.462
C: 1.719 2.559 0.712
C: 0.638 1.725 0.623
C: -0.627 2.287 0.297
H: -6.242 -2.473 2.593
H: -5.651 -2.907 0.236
H: -3.586 -2.002 -0.717
H: -2.735 -0.112 3.040
H: -4.762 -1.066 3.994
H: -1.758 1.125 -2.222
H: -1.714 0.295 -4.537
H: -1.381 -2.110 -4.993
H: -1.123 -3.705 -3.106
H: -1.227 -2.903 -0.800
H: -3.923 1.420 0.042
H: -4.130 3.866 -0.359
H: -2.120 5.285 -0.353
H: 0.306 5.560 -0.051
H: 2.489 4.565 0.531
H: 2.703 2.193 0.967
S: 1.257 -2.723 1.577
C: 0.223 -3.793 0.811
N: -0.482 -4.536 0.276

Properties
E in Ha: -2615.64496
Strongest force on any atom in eV Å⁻¹: 0.94
Energy above the lowest of the compared OMol25 structures with the same formula, charge and spin in eV: 0.332
Multiplicity: 1
Total charge: +1
Orbital gap in eV: 6.551

Atom charges from the Löwdin analysis, given in e for atoms 1 to 8:
1 Pt 1.222
2 O 0.087
3 C -0.249
4 C 0.003
5 C -0.049
6 C -0.067
7 C -0.003
8 C -0.070

***

2.
This record from OMol25 describes a cluster of 2 separate species, C3H10N2O in total in a non-equilibrium geometry. The level of theory is the ωB97M-V functional and the def2-TZVPD basis.

Cartesian coordinates (Å):
C: -0.488 -0.844 2.575
C: -0.914 -0.436 1.047
N: -0.549 1.275 -1.431
C: 0.123 1.290 -0.346
N: 0.341 0.183 0.370
H: 0.148 -1.740 2.579
H: 0.048 0.049 3.073
H: -1.478 -1.118 3.023
H: -1.395 -1.347 0.468
H: -1.698 0.416 1.231
H: -1.261 0.519 -1.539
H: -0.726 1.927 -2.206
H: 0.874 2.090 -0.061
H: 2.281 -1.481 -1.825
H: 1.210 -0.827 -1.057
O: 1.390 -1.094 -1.990

Properties
E in Ha: -304.68420
Strongest force on any atom in eV Å⁻¹: 3.68
Energy above the lowest of the compared OMol25 structures with the same formula, charge and spin in eV: 2.750
Multiplicity: 2
Total charge: +1
Orbital gap (alpha / beta) in eV: 10.178 / 7.804

Atom charges from the Löwdin analysis, given in e for atoms 1 to 8:
1 C -0.071
2 C -0.177
3 N 0.241
4 C -0.192
5 N 0.130
6 H 0.069
7 H 0.102
8 H 0.086

***

3.
This record from OMol25 describes a cluster of 9 separate species, C5H27NO8 in total in a non-equilibrium geometry. The level of theory is the ωB97M-V functional and the def2-TZVPD basis.

Cartesian coordinates (Å):
C: -2.462 -3.817 -0.616
C: -3.132 -2.488 -0.309
C: -3.234 -1.549 -1.524
C: -2.038 -0.607 -1.652
C: -0.871 -1.059 -2.097
N: -2.251 0.536 -0.841
H: -3.111 -4.504 -1.168
H: -2.257 -4.361 0.314
H: -1.538 -3.681 -1.171
H: -4.169 -2.675 -0.021
H: -2.690 -1.975 0.539
H: -3.329 -2.159 -2.431
H: -4.180 -1.000 -1.592
H: -0.634 -2.067 -2.395
H: -0.002 -0.433 -2.275
H: -3.001 1.111 -1.211
H: -1.417 1.140 -0.760
H: 2.738 3.983 -0.770
H: 1.399 4.100 -0.047
O: 1.793 4.115 -0.930
H: 3.122 0.608 -2.230
H: 4.073 1.760 -2.386
O: 3.441 1.386 -1.756
H: 4.225 1.150 1.005
H: 4.349 0.081 -0.148
O: 4.467 0.244 0.790
H: -0.130 1.190 3.927
H: 0.403 0.105 2.959
O: 0.580 0.990 3.307
H: 0.570 2.289 -1.626
H: 1.208 1.553 -0.527
O: 0.325 1.770 -0.849
H: -1.628 0.040 1.449
H: -0.717 -1.256 1.875
O: -1.316 -0.558 2.138
H: 0.363 3.510 1.951
H: 1.233 2.295 2.246
O: 1.270 3.198 1.878
H: 3.110 -0.522 1.779
H: 2.925 -1.238 3.024
O: 2.516 -1.205 2.149

Properties
E in Ha: -863.34855
Strongest force on any atom in eV Å⁻¹: 2.18
Energy above the lowest of the compared OMol25 structures with the same formula, charge and spin in eV: 1.204
Multiplicity: 1
Total charge: 0
Orbital gap in eV: 8.329

Atom charges from the Löwdin analysis, given in e for atoms 1 to 8:
1 C -0.110
2 C -0.249
3 C -0.180
4 C -0.405
5 C 0.030
6 N 0.076
7 H 0.073
8 H 0.071

***

4.
This record from OMol25 describes a cluster of 13 separate species, C52H102O14 in total in a non-equilibrium geometry. The level of theory is the ωB97M-V functional and the def2-TZVPD basis.

Cartesian coordinates (Å):
C: 3.834 -0.710 1.809
C: 4.650 -0.557 3.089
C: 5.117 -2.018 3.357
O: 4.846 -2.765 2.189
C: 3.646 -2.216 1.685
H: 4.364 -0.373 0.916
H: 2.864 -0.207 1.777
H: 4.019 -0.251 3.926
H: 5.512 0.094 2.978
H: 4.552 -2.466 4.185
H: 6.174 -2.068 3.601
H: 2.748 -2.599 2.199
H: 3.489 -2.493 0.640
C: 1.743 -0.998 -4.521
C: 2.089 -0.907 -6.008
C: 1.218 -2.059 -6.589
O: 0.836 -2.884 -5.507
C: 1.549 -2.496 -4.324
H: 0.782 -0.491 -4.357
H: 2.489 -0.566 -3.850
H: 3.148 -1.115 -6.186
H: 1.852 0.076 -6.411
H: 1.762 -2.625 -7.347
H: 0.332 -1.606 -7.050
H: 2.531 -2.980 -4.197
H: 0.944 -2.782 -3.471
C: -3.238 -1.726 -0.459
C: -2.455 -2.506 -1.513
C: -2.799 -1.833 -2.833
O: -2.930 -0.440 -2.475
C: -3.488 -0.368 -1.178
H: -2.641 -1.556 0.433
H: -4.165 -2.220 -0.164
H: -2.665 -3.581 -1.573
H: -1.379 -2.429 -1.343
H: -3.688 -2.220 -3.348
H: -1.973 -1.901 -3.548
H: -4.555 -0.102 -1.197
H: -3.017 0.444 -0.624
C: -4.159 4.264 -0.663
C: -3.912 4.168 -2.152
C: -2.440 3.789 -2.151
O: -1.861 4.564 -1.100
C: -2.830 4.780 -0.080
H: -4.406 3.286 -0.243
H: -5.027 4.868 -0.380
H: -4.042 5.156 -2.605
H: -4.554 3.451 -2.660
H: -1.849 3.981 -3.043
H: -2.350 2.723 -1.884
H: -2.809 5.853 0.077
H: -2.577 4.193 0.801
C: -5.511 -0.297 3.477
C: -4.671 -1.560 3.489
C: -3.295 -0.987 3.163
O: -3.571 -0.021 2.149
C: -4.914 0.429 2.270
H: -5.296 0.236 4.404
H: -6.582 -0.428 3.337
H: -4.958 -2.280 2.715
H: -4.694 -2.111 4.432
H: -2.614 -1.762 2.819
H: -2.876 -0.451 4.025
H: -5.430 0.216 1.330
H: -4.931 1.510 2.447
C: 1.715 4.600 -3.868
C: 2.332 3.678 -4.946
C: 2.632 2.387 -4.192
O: 2.470 2.636 -2.798
C: 1.501 3.666 -2.664
H: 0.839 5.142 -4.225
H: 2.446 5.381 -3.632
H: 3.197 4.160 -5.400
H: 1.647 3.467 -5.767
H: 3.593 1.914 -4.410
H: 1.898 1.596 -4.439
H: 1.569 4.151 -1.695
H: 0.497 3.206 -2.763
C: -1.789 -5.130 2.616
C: -1.259 -3.915 1.841
C: -0.623 -4.541 0.625
O: -0.052 -5.753 1.123
C: -0.976 -6.306 2.017
H: -2.837 -5.306 2.362
H: -1.683 -5.081 3.694
H: -0.499 -3.423 2.450
H: -2.060 -3.214 1.608
H: 0.176 -3.934 0.204
H: -1.344 -4.809 -0.160
H: -0.471 -6.930 2.754
H: -1.640 -6.989 1.464
C: -3.090 2.426 -5.601
C: -2.784 3.184 -6.897
C: -1.456 3.830 -6.490
O: -0.780 2.829 -5.758
C: -1.716 1.915 -5.147
H: -3.849 1.645 -5.715
H: -3.578 3.130 -4.912
H: -3.555 3.916 -7.143
H: -2.650 2.501 -7.740
H: -1.631 4.723 -5.859
H: -0.808 4.206 -7.284
H: -1.559 1.884 -4.071
H: -1.499 0.943 -5.605
C: -0.041 -2.849 5.475
C: 1.225 -2.474 4.683
C: 0.790 -1.169 4.041
O: 0.094 -0.533 5.107
C: -0.640 -1.500 5.868
H: 0.141 -3.552 6.290
H: -0.676 -3.425 4.790
H: 1.525 -3.275 4.007
H: 2.065 -2.305 5.365
H: 0.099 -1.306 3.189
H: 1.583 -0.519 3.671
H: -1.688 -1.454 5.558
H: -0.525 -1.202 6.905
C: 3.764 3.094 1.365
C: 2.921 2.928 2.604
C: 3.582 3.898 3.573
O: 4.015 4.993 2.766
C: 4.251 4.547 1.420
H: 3.232 2.872 0.439
H: 4.616 2.407 1.386
H: 2.836 1.897 2.957
H: 1.866 3.210 2.470
H: 4.466 3.431 4.042
H: 2.971 4.312 4.371
H: 5.312 4.634 1.174
H: 3.663 5.185 0.754
C: -1.961 4.060 5.400
C: -2.143 2.535 5.300
C: -1.604 2.198 3.897
O: -1.014 3.408 3.383
C: -0.791 4.293 4.441
H: -1.747 4.350 6.426
H: -2.857 4.547 5.016
H: -3.176 2.228 5.462
H: -1.500 2.001 6.008
H: -2.391 1.886 3.197
H: -0.902 1.357 3.871
H: -0.770 5.334 4.126
H: 0.158 4.050 4.941
C: 2.635 -5.864 -0.308
C: 4.119 -6.198 -0.133
C: 4.654 -6.039 -1.565
O: 3.635 -5.374 -2.317
C: 2.738 -4.812 -1.367
H: 2.186 -5.490 0.600
H: 2.071 -6.681 -0.749
H: 4.262 -7.211 0.238
H: 4.618 -5.494 0.530
H: 4.910 -6.997 -2.020
H: 5.546 -5.402 -1.605
H: 1.784 -4.564 -1.826
H: 3.174 -3.891 -0.950
O: 1.154 -1.987 -1.042
C: 0.785 -0.938 -0.663
O: 0.491 -0.717 0.645
C: -0.164 0.557 0.784
C: 0.464 1.383 -0.351
C: 0.597 0.332 -1.452
H: -0.027 1.090 1.719
H: -1.234 0.516 0.552
H: 1.449 1.723 -0.017
H: -0.092 2.263 -0.660
H: 1.532 0.524 -1.973
H: -0.302 0.317 -2.068

Properties
E in Ha: -3095.70715
Strongest force on any atom in eV Å⁻¹: 2.23
Energy above the lowest of the compared OMol25 structures with the same formula, charge and spin in eV: 0.000
Multiplicity: 1
Total charge: 0
Orbital gap in eV: 9.381

Atom charges from the Löwdin analysis, given in e for atoms 1 to 8:
1 C -0.172
2 C -0.144
3 C -0.194
4 O -0.122
5 C -0.210
6 H 0.118
7 H 0.082
8 H 0.097

***

Which value of multiplicity does entry 3 give?
1